Entry from the Open Molecules 2025 dataset: 13 unconnected molecules or ions with the total composition C53H140N18O21 in a non-equilibrium geometry (ωB97M-V/def2-TZVPD).

```
232
Properties=species:S:1:pos:R:3:forces:R:3:mulliken_charge:R:1
C 1.85009 -4.39232 6.85182 -1.0 1.1 -0.5 -0.906
O 1.37090 -4.48867 5.48556 -0.2 -0.9 0.4 -0.188
C 0.22271 -5.36446 5.28077 0.2 0.9 0.1 -0.992
C -0.36263 -5.17298 3.86722 1.4 -0.5 -0.8 -0.089
N 0.58303 -5.65102 2.80409 -0.7 -1.0 0.6 -0.339
C 0.00832 -5.78959 1.46581 1.2 1.7 0.2 -0.021
C 0.98060 -6.08256 0.28981 0.6 -0.1 1.5 -0.884
O 2.18524 -5.22014 0.29314 -2.2 -0.6 -0.7 -0.290
C 2.87049 -5.14621 -0.96330 1.0 -1.2 1.2 -0.514
H 1.37814 -3.51493 7.29405 -0.3 0.2 0.1 0.298
H 2.90518 -4.12056 6.88408 0.1 -0.7 -0.4 0.267
H 1.58440 -5.20506 7.52781 0.3 -0.5 -0.4 0.363
H -0.56287 -5.14238 6.00303 -0.2 0.4 0.1 0.452
H 0.48630 -6.39806 5.50504 0.3 -0.2 -0.5 0.406
H -0.68606 -4.15093 3.67002 0.3 0.5 0.4 -0.050
H -1.29574 -5.72885 3.77548 0.1 -0.5 0.2 0.508
H 1.48432 -5.19636 2.83668 -0.2 0.2 -0.2 0.325
H -0.41408 -4.82620 1.18025 -0.5 0.3 -0.1 -0.258
H -0.80476 -6.51554 1.46707 0.1 -0.2 0.0 0.549
H 0.30942 -5.98300 -0.56325 0.6 0.3 -0.6 0.346
H 1.26994 -7.12741 0.40232 0.4 -0.1 -0.3 0.425
H 3.51036 -6.01864 -1.09564 -0.2 -0.8 0.0 0.424
H 3.66784 -4.41759 -0.81687 -0.7 0.8 -0.5 0.210
H 2.25679 -5.12166 -1.86378 -0.3 0.8 0.2 -0.033
C -4.79633 4.18336 -1.73145 -0.9 -0.4 0.7 -0.040
O -5.83229 3.20485 -1.60658 -0.3 0.4 -1.2 -0.133
C -6.42488 2.83372 -2.87128 -0.6 -1.6 1.2 -0.355
C -7.28600 1.58052 -2.52861 0.2 -0.9 0.0 -0.328
N -8.36989 1.82265 -1.60214 -0.1 0.5 1.2 -0.529
C -8.90918 0.63924 -0.86607 0.7 -0.2 -1.4 -0.892
C -8.01851 0.07182 0.23298 -1.4 1.0 -0.1 -0.303
O -7.88717 1.16450 1.10441 1.4 -0.1 1.9 -0.381
C -7.47645 0.73374 2.45553 -1.1 0.8 -1.5 -0.908
H -4.04813 3.79797 -2.42410 0.4 0.2 0.1 -0.060
H -4.48529 4.35166 -0.70041 0.7 -0.2 -0.3 -0.185
H -5.15944 5.16353 -2.04050 -0.2 0.0 -0.5 0.384
H -5.66460 2.44109 -3.54649 0.4 0.3 -0.2 -0.056
H -6.99446 3.63401 -3.34373 0.0 0.2 0.2 0.492
H -6.59855 0.94115 -1.97479 0.7 -0.5 -0.4 -0.073
H -7.67478 0.99152 -3.35928 0.3 0.3 -0.5 0.499
H -7.76916 2.21943 -0.89376 -0.7 1.1 0.9 0.450
H -9.14855 -0.14964 -1.57914 -0.1 -0.1 -0.2 0.340
H -9.83468 0.89804 -0.35170 0.0 0.3 -0.2 0.373
H -7.03689 -0.31196 -0.04491 -0.1 -0.4 -0.1 0.250
H -8.70337 -0.62606 0.71468 0.6 -0.9 0.1 0.523
H -6.75759 -0.08545 2.43948 0.2 0.2 -0.1 0.391
H -8.39208 0.39305 2.93891 0.1 -0.1 0.3 0.405
H -7.11830 1.64412 2.93620 0.2 -0.3 0.1 0.198
C 12.88275 0.76197 6.53027 0.1 0.9 0.3 -0.721
O 12.12922 0.26300 5.46189 -0.3 -0.3 -0.1 -0.302
C 10.85039 -0.20491 5.91729 0.4 -0.7 -1.6 -0.369
C 10.07399 -0.69819 4.67896 0.5 0.8 0.3 -0.720
N 8.63705 -0.63643 4.93542 0.0 0.2 -1.1 -0.347
C 7.89308 -0.69819 3.66032 -1.7 -1.0 1.4 -0.873
C 6.34761 -0.84414 3.98375 1.4 0.7 -1.1 -0.253
O 5.88408 0.43461 4.44406 1.1 -1.2 0.3 -0.436
C 4.51232 0.60032 4.26109 0.0 0.8 -0.3 -0.140
H 13.87477 1.12837 6.26616 0.1 -0.7 -0.7 0.276
H 12.97487 0.03883 7.34063 -0.1 0.0 0.2 0.280
H 12.44122 1.70413 6.85508 -0.5 0.0 0.7 0.289
H 10.26225 0.59547 6.36626 0.2 0.1 0.4 0.337
H 11.00926 -1.06602 6.56642 -0.1 0.3 0.6 0.295
H 10.40201 -1.68539 4.35344 -0.2 -0.3 0.3 0.324
H 10.37774 -0.05048 3.85658 0.0 0.4 -0.2 0.353
H 8.43652 0.29675 5.26566 0.0 0.1 0.5 0.228
H 8.26762 -1.57295 3.12870 -0.3 -0.1 -0.2 0.476
H 7.98847 0.17847 3.01966 0.3 0.2 0.0 0.385
H 6.12994 -1.67067 4.66018 0.2 0.2 0.5 0.264
H 5.84407 -1.11129 3.05467 -0.2 0.2 -0.3 0.277
H 3.92074 -0.24423 4.61446 -0.1 0.0 0.1 0.164
H 4.33501 0.77454 3.19981 -0.4 -0.2 -0.1 0.025
H 4.26102 1.52238 4.78526 -0.3 -0.2 0.2 0.225
C -0.35161 -1.44245 -7.00046 0.0 1.8 0.2 -0.181
O -1.31804 -0.39463 -7.01425 -1.3 0.1 0.0 -0.490
C -2.29304 -0.41850 -5.94597 1.0 0.2 -0.1 0.767
C -3.32587 0.71089 -6.02468 -0.5 -0.5 -0.5 -1.567
N -2.91061 1.96403 -5.44071 1.7 0.1 -0.2 0.164
C -1.58499 2.46897 -5.92711 -1.6 1.4 0.0 -0.651
C -1.61541 3.94892 -5.41894 2.0 -1.4 0.1 -0.481
O -2.59373 4.72869 -6.05532 -0.7 -1.7 0.1 -0.433
C -2.95026 5.81829 -5.28192 0.5 1.5 -0.5 -0.654
H -0.69809 -2.45488 -7.20792 -0.4 0.1 -0.1 0.220
H 0.13354 -1.40094 -6.02527 0.4 -0.4 0.1 -0.090
H 0.31375 -1.06435 -7.77664 0.4 -0.6 0.1 0.236
H -1.76932 -0.22081 -5.01071 0.2 -0.3 0.4 -0.641
H -2.67370 -1.43927 -5.91062 -0.7 0.2 0.1 0.689
H -4.21976 0.45426 -5.45616 -0.1 -0.6 0.0 0.406
H -3.67483 0.87660 -7.04393 0.2 -0.3 -0.5 0.529
H -3.57915 2.65978 -5.73917 -0.2 0.2 0.1 0.222
H -1.51257 2.45526 -7.01462 -0.2 0.0 -0.3 0.388
H -0.75948 1.83926 -5.59532 0.0 0.4 0.6 0.443
H -0.66647 4.47499 -5.52320 0.4 -0.2 -0.4 0.566
H -1.68285 3.84157 -4.33635 -0.9 0.4 0.2 -0.013
H -3.61205 5.67370 -4.42797 -0.1 -0.6 0.0 0.125
H -3.38903 6.52757 -5.98372 -0.3 0.1 0.2 0.306
H -2.02084 6.26094 -4.92369 0.0 0.4 0.4 0.365
C -3.13384 0.50941 -2.30641 -1.5 0.9 1.0 0.108
O -2.08371 0.25720 -1.41446 1.8 -0.3 -0.9 0.411
C -0.86328 -0.04553 -2.14461 -0.6 -0.4 -1.2 0.491
C 0.37518 -0.21780 -1.31631 -0.8 -1.0 1.0 -1.583
N 0.43393 -1.59909 -0.71279 -0.3 2.1 -0.1 1.280
C 1.60185 -1.73330 0.11630 1.2 -0.7 2.1 1.084
C 1.69016 -0.79611 1.36601 -0.5 1.2 -1.5 -0.235
O 2.70756 -1.03540 2.32373 0.1 0.0 -0.9 -0.284
C 2.44900 -2.11509 3.17606 -1.2 0.0 0.3 -0.633
H -2.93201 1.40588 -2.89266 0.1 -0.4 -0.7 -0.208
H -3.98614 0.79787 -1.69120 -0.1 0.2 0.4 -0.503
H -3.57407 -0.34115 -2.82685 0.9 -0.3 -0.6 -0.137
H -0.63773 0.66562 -2.93928 -0.2 0.8 0.2 0.487
H -1.06114 -0.92396 -2.75887 0.0 -0.5 0.2 -0.282
H 0.28179 0.52568 -0.52472 0.5 0.1 0.1 -0.693
H 1.26622 -0.10093 -1.93316 0.0 0.6 -0.1 0.788
H 0.51790 -2.16728 -1.54358 0.2 -0.5 0.4 -0.204
H 2.55011 -1.66610 -0.41699 0.2 0.0 -0.3 -0.031
H 1.58024 -2.69659 0.62592 0.0 -0.6 -0.6 -0.760
H 0.66770 -0.73364 1.73853 -0.1 -0.2 0.8 -0.011
H 1.89646 0.21040 1.00201 0.2 0.2 0.1 0.059
H 1.56580 -1.87392 3.76759 -0.3 -0.1 0.2 0.222
H 3.24184 -2.25156 3.91152 0.3 -0.2 -0.5 0.364
H 2.18142 -2.99805 2.59566 0.5 -0.4 0.2 0.041
C 3.77589 -0.52639 -7.87452 -0.6 0.0 1.9 -0.780
O 3.70069 -0.56716 -6.40416 0.6 0.7 -2.0 -0.268
C 3.45301 -1.84394 -5.88795 -0.9 0.2 0.4 -0.701
C 3.41494 -1.61496 -4.37756 1.3 -0.8 0.7 0.235
N 4.80472 -1.58550 -3.85116 -0.3 0.3 0.0 -0.384
C 4.89953 -1.01058 -2.52838 2.0 0.1 0.8 -0.038
C 6.34275 -0.67764 -2.04120 0.3 -1.2 0.3 -0.918
O 7.19534 -1.84578 -1.89334 -2.1 0.1 0.0 -0.304
C 8.48347 -1.60333 -1.44401 0.2 1.4 -0.4 -0.778
H 4.67478 -1.03840 -8.21793 -0.1 -0.1 -0.2 0.314
H 3.75430 0.51698 -8.18918 0.3 0.0 0.2 0.238
H 2.84610 -0.96655 -8.23485 0.1 -0.4 -0.4 0.275
H 4.14800 -2.60273 -6.24755 0.7 0.1 0.4 0.450
H 2.51018 -2.23147 -6.27394 -0.6 0.1 0.1 0.340
H 2.92850 -2.39658 -3.79401 -0.3 -0.4 -0.4 0.001
H 2.89465 -0.69519 -4.11030 -0.2 0.3 -0.5 0.071
H 5.37863 -1.02267 -4.46266 0.0 0.1 -0.3 0.351
H 4.49628 -1.66206 -1.75311 -0.3 -0.2 -0.2 -0.087
H 4.47318 -0.02004 -2.36980 -0.9 0.2 -0.4 0.212
H 6.20527 -0.18996 -1.07613 0.0 -0.1 0.5 0.386
H 6.85241 0.09003 -2.62347 0.1 -0.1 -0.7 0.509
H 8.56884 -0.99038 -0.54673 -0.5 -0.3 0.7 0.281
H 8.91026 -0.90934 -2.16811 1.0 -0.4 -0.4 0.346
H 9.01886 -2.54274 -1.30626 0.0 0.2 -0.3 0.246
C -3.76792 6.96764 1.34376 0.3 0.1 -0.1 -0.882
O -3.27975 6.11242 0.32045 -1.2 0.1 -0.2 -0.148
C -1.89149 5.97139 0.15605 -0.2 -0.6 0.9 -0.710
C -1.46029 4.78460 1.03687 1.0 0.4 -0.8 -0.019
N -0.03367 4.48954 0.83064 0.5 -0.8 0.4 -0.385
C 0.45710 3.42047 1.72497 1.6 -0.7 -0.7 0.169
C 2.02924 3.21607 1.74545 -1.0 0.7 -0.1 -0.373
O 2.75098 4.26297 2.35674 -0.3 -0.7 0.7 -0.443
C 3.68693 3.87195 3.36269 0.7 1.6 -0.8 -0.714
H -3.53939 8.00440 1.09678 0.2 0.2 0.2 0.303
H -3.39829 6.71515 2.33760 0.4 0.0 0.0 0.338
H -4.85148 6.90011 1.44091 0.0 -0.3 -0.5 0.289
H -1.36941 6.90472 0.36679 0.2 0.1 0.3 0.464
H -1.68439 5.73654 -0.88800 -0.2 0.0 -0.1 0.182
H -1.99828 3.89358 0.71321 -0.2 0.0 -0.1 -0.386
H -1.74136 4.91931 2.08136 0.1 0.3 0.3 0.726
H 0.61894 5.25873 0.88140 -0.5 0.6 0.4 0.375
H 0.18590 2.45396 1.30024 -0.7 -0.2 0.0 -0.511
H 0.02662 3.46791 2.72523 0.2 0.2 0.1 0.098
H 2.41648 3.19059 0.72688 -0.3 -0.4 -0.2 0.137
H 2.25063 2.25764 2.21501 -0.1 -0.1 0.1 0.280
H 4.50428 3.21894 3.05669 -0.3 -0.5 -0.7 0.315
H 3.30663 3.47552 4.30414 -0.6 0.3 -0.1 0.232
H 4.17877 4.84257 3.42647 0.2 -0.1 1.2 0.364
C -3.97031 2.02482 1.12322 0.6 1.0 1.4 -0.885
O -2.88406 1.92969 2.13223 -1.5 0.5 -0.7 0.232
C -3.31281 2.36546 3.43446 -0.8 0.0 -0.9 -1.740
C -2.21818 2.10895 4.36449 0.8 -0.3 0.5 0.597
N -2.07225 0.70098 4.66819 0.9 0.8 1.3 -0.428
C -0.70905 0.41834 5.19693 -1.1 -0.7 -1.4 0.129
C -0.30393 1.10162 6.46529 -1.0 0.3 0.0 -1.195
O 0.03346 2.46955 6.29358 0.3 -0.6 -1.8 -0.081
C -0.02446 3.21499 7.44310 0.8 -1.0 1.8 -1.013
H -3.58168 2.21410 0.12260 0.4 -0.2 0.2 -0.644
H -4.50677 2.90863 1.46844 -0.5 0.0 -0.5 0.412
H -4.63245 1.15932 1.09899 0.2 -0.1 0.3 0.509
H -4.22220 1.85368 3.74942 -0.2 -0.2 -0.1 0.291
H -3.50581 3.43808 3.45222 -0.2 0.3 -0.4 0.614
H -2.37763 2.70404 5.26369 0.1 0.0 0.1 0.372
H -1.33702 2.49451 3.85164 0.4 0.3 0.2 -0.375
H -2.29358 0.16701 3.83996 0.2 -0.6 0.1 0.007
H 0.04141 0.55683 4.41864 0.4 0.5 -0.2 -0.178
H -0.63890 -0.65381 5.38045 -0.3 -0.1 0.2 0.628
H 0.47421 0.44712 6.85804 0.6 0.6 0.5 0.445
H -1.15493 1.08750 7.14623 -0.2 -0.3 0.3 0.401
H -0.96462 3.09597 7.98166 -0.8 0.9 -0.5 0.391
H 0.39536 4.21203 7.30979 -0.6 0.0 -0.2 0.208
H 0.58775 2.70935 8.18984 0.9 0.1 0.3 0.378
C -2.15735 -1.47920 1.88155 -1.1 1.7 0.0 0.043
O -2.81470 -1.48200 2.90298 -0.7 -1.5 2.2 -0.812
N -2.07260 -0.36457 1.20339 0.3 2.1 -0.7 2.327
N -1.50512 -2.40521 1.25844 1.2 -4.4 0.3 1.403
H -1.85735 -0.39292 0.21700 -0.4 0.6 0.3 -0.446
H -2.54001 0.37253 1.71160 0.3 0.5 -0.8 -0.236
H -0.96905 -2.13208 0.44719 0.6 -0.3 -0.3 -0.891
H -1.60403 -3.36200 1.56645 0.3 0.3 0.0 0.261
C 0.94647 3.16782 -2.47897 0.5 -3.0 -2.6 0.461
O 1.31770 2.48523 -3.45156 -0.1 0.8 0.4 -0.676
N -0.29789 3.22690 -2.06951 -4.0 -0.2 -0.2 0.393
N 1.68357 3.77735 -1.61160 3.6 2.4 2.3 -0.176
H -0.53528 3.71674 -1.21874 -0.2 -0.2 0.0 0.396
H -0.97828 2.64713 -2.53965 0.1 0.3 0.2 -0.681
H 1.19646 4.18596 -0.82682 0.4 0.1 0.1 0.094
H 2.68896 3.86274 -1.65626 -0.4 -0.2 -0.3 0.235
C -0.19522 -3.66596 -3.92366 -1.3 -1.1 1.4 0.090
O -0.07684 -3.17364 -2.80299 0.7 0.2 -0.7 -0.799
N -1.29396 -3.56357 -4.65752 -1.2 1.5 -0.4 0.010
N 0.61590 -4.55571 -4.45788 2.8 -2.1 -1.2 -0.282
H -1.52820 -4.29370 -5.31489 -0.3 0.5 0.3 0.267
H -1.98170 -2.99927 -4.17932 -1.0 -0.1 -0.4 -0.358
H 0.32645 -4.91630 -5.35581 0.4 -0.1 0.2 0.176
H 1.14297 -5.21147 -3.89907 0.1 0.5 0.1 0.202
C -7.44963 -3.20563 -2.03336 -2.5 -0.5 -0.2 0.710
O -7.19828 -3.49371 -0.90002 0.1 -0.9 1.9 -0.658
N -6.79018 -2.40116 -2.79128 3.7 2.9 -1.7 -0.088
N -8.50733 -3.57946 -2.77262 -3.5 -2.7 0.3 -0.458
H -5.89559 -2.17203 -2.38224 0.4 0.3 -0.9 -0.169
H -6.89077 -2.67349 -3.75866 1.0 0.8 0.0 0.271
H -8.77714 -3.23380 -3.68246 0.4 0.2 0.5 0.151
H -9.18517 -4.19768 -2.35021 0.1 0.1 -0.1 0.242
C -3.41567 -3.42845 -2.00994 -1.0 -0.8 2.8 1.046
O -3.61333 -2.92490 -3.07576 -0.5 1.3 -3.2 -0.805
N -2.37251 -3.33125 -1.25179 4.4 0.6 0.7 0.851
N -4.31256 -4.06038 -1.25378 -3.2 -1.6 -0.4 -0.394
H -2.37424 -3.81236 -0.36374 0.4 0.6 -0.4 0.026
H -1.52151 -2.92063 -1.60855 0.1 -0.2 0.2 -0.817
H -4.01777 -4.55976 -0.42683 -0.7 0.2 -0.3 0.099
H -5.26632 -4.10134 -1.58358 0.1 -0.4 0.6 0.117
```
Forces are in eV/Å.

Its energy relative to the best compared isomer or geometry (same formula, charge and spin) is 79.9 kcal/mol. As for the strongest force on any atom: 5.02 eV/A. As for the HOMO-LUMO gap: 8.14 eV. Its net charge is 0.